(1)
Molecular formula: C2H7NO2P
Method: DFT, the ωB97M-V functional and the def2-TZVPD basis

## Properties
Energy above the lowest of the compared OMol25 structures with the same formula, charge and spin: 413.6 kJ/mol

ORCA input file:
```
! RIJCOSX wB97M-V def2-TZVPD def2/J DEFGRID3
* xyz -1 1
C -0.096 2.969 1.206
C -2.095 -2.056 0.106
N 0.386 1.796 0.887
O -1.095 0.372 -0.594
O 1.343 1.213 1.510
P -1.148 -1.029 -1.189
H 0.491 3.436 1.896
H 0.048 -1.663 -0.991
H -0.755 3.497 0.633
H -1.612 -3.014 0.050
H -3.121 -2.102 -0.093
H -1.978 -1.584 1.095
H -0.087 1.268 0.084
*
```

(2)
Molecular formula: C2HF3S
Method: DFT, the ωB97M-V functional and the def2-TZVPD basis

## Properties
SMILES: FC(F)(F)C=S
Energy above the lowest of the compared OMol25 structures with the same formula, charge and spin: 111.8 kJ/mol

ORCA input file:
```
! RIJCOSX wB97M-V def2-TZVPD def2/J DEFGRID3
* xyz 0 1
C -0.499 0.324 -0.119
C 0.724 -0.530 0.004
H 0.397 -1.436 0.331
F -1.269 -0.503 -0.742
F -0.361 1.477 -0.518
F -1.091 0.388 1.065
S 2.100 0.281 -0.020
*
```

(3)
Molecular formula: C4H14N2O2
Method: DFT, the ωB97M-V functional and the def2-TZVPD basis

## Properties
SMILES: C[C@@H](O)[C@@H](N)CN.O
Energy above the lowest of the compared OMol25 structures with the same formula, charge and spin: 107.5 kJ/mol

ORCA input file:
```
! RIJCOSX wB97M-V def2-TZVPD def2/J DEFGRID3
* xyz 0 1
N 1.070 0.208 0.629
C -0.266 -0.129 0.234
C -0.791 0.665 -0.945
C 0.099 0.485 -2.205
O -2.122 0.185 -1.239
C -1.329 -0.052 1.435
N -0.689 0.014 2.739
H 1.527 -0.618 0.974
H 0.970 0.812 1.439
H -0.308 -1.191 -0.031
H -1.053 1.703 -0.743
H -0.494 -0.079 -2.898
H 0.311 1.476 -2.619
H 1.064 0.097 -1.912
H -2.177 -0.778 -1.242
H -1.965 -0.919 1.302
H -1.840 0.904 1.311
H -0.315 -0.860 3.070
H -1.257 0.445 3.425
H 3.539 -0.215 -0.556
H 2.575 -1.034 -1.278
O 3.454 -1.121 -0.889
*
```

(4)
Molecular formula: C33H19N10O2Ta
Method: DFT, the ωB97M-V functional and the def2-TZVPD basis

ORCA input file:
```
! RIJCOSX wB97M-V def2-TZVPD def2/J DEFGRID3
* xyz 2 1
Ta 0.288 0.259 -0.259
C 1.469 3.166 5.620
C 2.733 2.566 5.499
C 3.042 1.747 4.428
C 2.049 1.558 3.474
C 2.042 0.754 2.276
N 0.809 0.914 1.626
C 0.000 1.727 2.467
N -1.253 2.013 2.297
C -2.017 1.514 1.343
C -3.391 1.847 1.130
C -4.238 2.722 1.814
C -5.537 2.818 1.359
C -5.994 2.066 0.256
C -5.161 1.200 -0.419
C -3.845 1.104 0.036
C -2.755 0.304 -0.427
N -2.827 -0.546 -1.438
C -1.833 -1.282 -1.838
N -0.531 -1.295 -1.299
C 0.213 -2.248 -2.035
N 1.450 -2.580 -1.828
C 2.214 -2.059 -0.887
N 1.863 -1.031 0.016
C 2.953 -0.846 0.879
N 3.021 -0.015 1.904
C 4.004 -1.733 0.488
C 5.278 -1.923 1.022
C 6.069 -2.882 0.424
C 5.608 -3.636 -0.673
C 4.347 -3.452 -1.201
C 3.550 -2.480 -0.600
C -0.639 -2.812 -3.053
C -0.373 -3.759 -4.033
C -1.414 -4.086 -4.884
C -2.679 -3.490 -4.761
C -2.940 -2.548 -3.783
C -1.893 -2.221 -2.931
N -1.634 0.570 0.364
C 0.798 2.154 3.593
C 0.480 2.967 4.674
H 1.268 3.795 6.477
H 3.476 2.747 6.264
H 4.009 1.274 4.332
H -3.889 3.291 2.665
H -6.228 3.481 1.861
H -7.023 2.171 -0.060
H -5.507 0.615 -1.260
H 5.625 -1.344 1.867
H 7.065 -3.063 0.802
H 6.263 -4.379 -1.109
H 3.990 -4.032 -2.041
H 0.603 -4.215 -4.125
H -1.254 -4.817 -5.664
H -3.464 -3.776 -5.449
H -3.912 -2.086 -3.682
H -0.497 3.419 4.769
N -0.666 3.136 -1.033
N -0.851 2.575 -2.308
C -0.061 1.552 -2.724
O -0.126 0.945 -3.739
O 0.895 1.230 -1.718
H -1.578 3.369 -0.654
H -0.107 3.983 -1.087
H -1.352 3.079 -3.028
*
```

(5)
Molecular formula: C22H23N3O7S2
Method: DFT, the ωB97M-V functional and the def2-TZVPD basis

## Properties
SMILES: COc1ccc(OC)c(NS(=O)(=O)c2ccc(NC(=O)c3ccc(NS(C)(=O)=O)cc3)cc2)c1

ORCA input file:
```
! RIJCOSX wB97M-V def2-TZVPD def2/J DEFGRID3
* xyz 0 1
C -3.103 2.677 -4.313
H -4.051 2.254 -4.643
O -2.971 2.302 -2.961
C -1.853 2.700 -2.292
C -0.813 3.427 -2.859
C 0.299 3.756 -2.103
C 0.388 3.376 -0.755
C -0.660 2.661 -0.194
C -1.764 2.322 -0.955
H -2.572 1.755 -0.523
H -0.614 2.339 0.834
O 1.544 3.730 -0.111
C 1.710 3.325 1.231
H 2.684 3.710 1.530
H 0.939 3.756 1.875
H 1.707 2.235 1.327
N 1.378 4.400 -2.733
S 2.153 3.425 -3.880
O 1.320 3.329 -5.040
O 3.480 3.942 -4.024
C 2.130 1.868 -3.002
C 2.925 1.733 -1.881
C 2.679 0.709 -0.986
C 1.613 -0.161 -1.211
C 0.871 -0.064 -2.389
C 1.123 0.961 -3.278
H 0.541 1.089 -4.176
H 0.072 -0.764 -2.582
N 1.250 -1.133 -0.277
C 1.416 -1.060 1.080
O 2.015 -0.162 1.638
C 0.810 -2.194 1.828
C 1.440 -2.605 3.001
C 0.933 -3.645 3.749
C -0.238 -4.292 3.350
C -0.888 -3.868 2.191
C -0.364 -2.835 1.439
H -0.907 -2.513 0.562
H -1.784 -4.375 1.874
N -0.749 -5.334 4.099
S -2.299 -5.959 4.027
O -2.313 -6.998 5.006
O -2.643 -6.262 2.675
C -3.318 -4.581 4.600
H -3.094 -4.412 5.644
H -4.354 -4.868 4.475
H -3.090 -3.710 3.999
H -0.240 -5.607 4.923
H 1.438 -3.966 4.648
H 2.339 -2.094 3.311
H 0.660 -1.874 -0.629
H 3.278 0.604 -0.097
H 3.719 2.443 -1.712
H 2.057 4.742 -2.066
H -0.808 3.728 -3.893
H -2.291 2.274 -4.925
H -3.132 3.765 -4.425
*
```

(6)
Molecular formula: C3H7NO2
Method: DFT, the ωB97M-V functional and the def2-TZVPD basis

## Properties
SMILES: CO/C(N)=C/O
Energy above the lowest of the compared OMol25 structures with the same formula, charge and spin: 202.2 kJ/mol

ORCA input file:
```
! RIJCOSX wB97M-V def2-TZVPD def2/J DEFGRID3
* xyz 0 1
C -1.455 1.246 -0.556
C -0.152 -0.894 0.660
O 0.413 -2.072 1.063
C 0.469 -0.050 -0.171
O -0.063 1.086 -0.718
N 1.788 -0.336 -0.594
H -1.709 1.531 0.474
H -1.983 0.315 -0.804
H -1.765 2.040 -1.238
H -1.125 -0.718 1.100
H 1.173 -2.208 0.472
H 2.476 0.055 0.041
H 1.959 0.048 -1.517
*
```

(7)
Molecular formula: C8H20CoINO
Method: DFT, the ωB97M-V functional and the def2-TZVPD basis

ORCA input file:
```
! RIJCOSX wB97M-V def2-TZVPD def2/J DEFGRID3
* xyz 2 4
Co -3.534 8.058 4.474
I 0.546 7.779 1.856
C 2.611 1.156 -0.541
C 1.766 -0.016 -1.073
N 0.238 0.039 -0.935
C -0.240 1.299 -1.624
C -0.388 -1.224 -1.664
C -1.979 -1.195 -1.674
C -0.043 0.077 0.568
C 0.297 -1.152 1.380
O -0.886 -1.930 1.460
C -0.992 -2.882 2.490
H 3.621 0.971 -0.905
H 2.779 1.191 0.536
H 2.214 2.136 -0.804
H 2.058 -0.932 -0.559
H 1.860 -0.238 -2.135
H -0.032 2.170 -1.003
H -1.316 1.337 -1.797
H 0.344 1.337 -2.543
H -0.049 -2.157 -1.214
H 0.082 -1.124 -2.642
H -2.477 -0.380 -2.199
H -2.286 -1.288 -0.632
H -2.293 -2.085 -2.218
H -1.065 0.399 0.768
H 0.593 0.895 0.907
H 0.583 -0.893 2.400
H 1.067 -1.803 0.967
H -2.019 -3.233 2.593
H -0.687 -2.558 3.485
H -0.372 -3.753 2.279
*
```

(8)
Molecular formula: C15H28BINO5P
Method: DFT, the ωB97M-V functional and the def2-TZVPD basis

## Properties
SMILES: NC[C@H](O)CB(CCCI)c1ccccc1.COP(=O)(OC)OC
Energy above the lowest of the compared OMol25 structures with the same formula, charge and spin: 155.2 kJ/mol

ORCA input file:
```
! RIJCOSX wB97M-V def2-TZVPD def2/J DEFGRID3
* xyz 0 1
N -1.680 -1.570 0.200
C -0.691 -0.557 -0.147
C 0.291 -0.211 1.036
O -0.177 -0.730 2.301
C 0.530 1.323 1.195
B -0.176 1.871 2.507
C -1.755 1.805 2.753
C -2.599 1.995 1.476
C -4.073 2.259 1.873
I -4.951 0.423 2.552
C 0.662 2.497 3.697
C 0.593 1.815 4.906
C 1.255 2.285 6.020
C 1.969 3.460 5.901
C 2.070 4.140 4.719
C 1.405 3.657 3.603
H -2.480 -1.178 0.680
H -1.282 -2.330 0.732
H -0.092 -0.974 -0.969
H -1.198 0.329 -0.540
H 1.231 -0.721 0.793
H 0.440 -1.428 2.541
H 1.617 1.457 1.258
H 0.102 1.804 0.304
H -1.981 2.647 3.425
H -1.940 0.856 3.274
H -2.542 1.119 0.824
H -2.230 2.851 0.891
H -4.648 2.741 1.080
H -4.043 2.936 2.732
H -0.001 0.904 4.971
H 1.179 1.718 6.943
H 2.472 3.839 6.790
H 2.658 5.051 4.656
H 1.459 4.210 2.668
C 2.881 -2.609 -6.743
O 2.843 -2.891 -5.334
P 1.523 -2.287 -4.459
O 2.144 -2.486 -3.116
O 0.656 -3.594 -4.939
C 1.187 -4.898 -4.729
O 0.108 -1.616 -3.861
C -1.101 -1.639 -4.640
H 3.693 -3.185 -7.181
H 1.941 -2.899 -7.224
H 3.068 -1.547 -6.913
H 1.872 -4.918 -3.882
H 1.700 -5.241 -5.628
H 0.350 -5.564 -4.527
H -1.598 -2.598 -4.506
H -0.905 -1.468 -5.697
H -1.756 -0.853 -4.267
*
```

Calculated total energy values (in Eh) by entry order: -626.94250; -774.53486; -420.76417; -2023.67835; -2339.46332; -323.70395; -2126.52162; -1683.14134.